Record 1
{
  "formula": "C16H40N2O5P",
  "method": "ωB97M-V/def2-TZVPD",
  "e_homo_ev": -11.40,
  "homo_lumo_gap_ha": 0.2752,
  "e_tot_ha": -1460.3453,
  "largest_force_ev_per_a": 7.4,
  "total_charge": 1,
  "species": ["C", "P", "O", "C", "N", "C", "C", "N", "H", "H", "H", "H", "H", "H", "H", "H", "C", "C", "C", "O", "H", "H", "H", "H", "H", "H", "H", "H", "C", "C", "C", "O", "H", "H", "H", "H", "H", "H", "H", "H", "C", "C", "C", "O", "H", "H", "H", "H", "H", "H", "H", "H", "C", "C", "C", "O", "H", "H", "H", "H", "H", "H", "H", "H"],
  "positions_angstrom": [[-3.474, -0.656, -3.581], [-4.700, -1.465, -2.337], [-4.128, -3.037, -1.874], [-6.301, -1.664, -3.403], [-6.311, -2.787, -4.317], [-7.605, -2.643, -4.999], [-8.345, -1.392, -4.402], [-7.450, -0.797, -3.402], [-2.381, -0.866, -3.325], [-3.742, 0.474, -3.553], [-3.701, -0.989, -4.673], [-3.763, -3.442, -2.705], [-5.562, -3.490, -4.427], [-7.955, -3.358, -5.821], [-9.383, -0.992, -4.668], [-7.541, 0.034, -2.799], [-0.222, -0.849, 0.697], [-0.529, -0.220, -0.652], [0.083, 1.167, -0.769], [-1.945, -0.128, -0.821], [-0.637, -0.248, 1.512], [-0.679, -1.841, 0.771], [0.856, -0.948, 0.850], [-0.146, -0.860, -1.452], [-0.321, 1.838, -0.004], [-0.156, 1.612, -1.739], [1.170, 1.128, -0.660], [-2.293, 0.436, -0.117], [-1.034, 1.618, 5.327], [-0.025, 1.330, 4.227], [1.063, 2.391, 4.181], [-0.696, 1.285, 2.968], [-1.532, 2.578, 5.159], [-1.816, 0.854, 5.341], [-0.552, 1.642, 6.308], [0.427, 0.347, 4.390], [0.638, 3.378, 3.973], [1.774, 2.178, 3.379], [1.608, 2.438, 5.128], [-1.099, 2.151, 2.814], [6.635, 1.834, 3.873], [5.283, 1.835, 4.568], [5.173, 0.695, 5.567], [4.249, 1.713, 3.593], [6.786, 0.905, 3.314], [6.696, 2.652, 3.150], [7.450, 1.944, 4.594], [5.134, 2.790, 5.082], [5.273, -0.274, 5.067], [4.191, 0.701, 6.051], [5.943, 0.770, 6.339], [4.371, 0.871, 3.132], [1.489, -0.393, -3.950], [2.905, -0.663, -3.466], [3.557, -1.785, -4.257], [2.874, -1.015, -2.084], [0.857, -1.279, -3.826], [1.029, 0.408, -3.364], [1.481, -0.104, -5.005], [3.505, 0.247, -3.557], [2.998, -2.720, -4.144], [4.569, -1.976, -3.891], [3.612, -1.539, -5.321], [2.345, -1.820, -1.993]],
  "nbo_charge": [-0.951, 1.047, -0.902, 0.164, -0.524, -0.046, -0.056, -0.509, 0.292, 0.270, 0.222, 0.472, 0.470, 0.278, 0.285, 0.482, -0.653, 0.099, -0.635, -0.755, 0.247, 0.206, 0.215, 0.163, 0.205, 0.203, 0.233, 0.470, -0.629, 0.093, -0.631, -0.738, 0.197, 0.214, 0.216, 0.178, 0.192, 0.237, 0.215, 0.461, -0.630, 0.093, -0.629, -0.726, 0.198, 0.219, 0.213, 0.177, 0.198, 0.214, 0.214, 0.460, -0.631, 0.092, -0.630, -0.718, 0.186, 0.217, 0.214, 0.183, 0.195, 0.225, 0.212, 0.456]
}

Record 2
{
  "formula": "C2H2ClNS",
  "method": "ωB97M-V/def2-TZVPD",
  "e_homo_ev": [-9.58, -9.59],
  "homo_lumo_gap_ha": [0.2390, 0.2394],
  "e_tot_ha": -990.3223,
  "largest_force_ev_per_a": 4.9,
  "species": ["C", "C", "N", "S", "Cl", "H", "H"],
  "positions_angstrom": [[-0.387, 0.580, 0.162], [0.803, 0.075, -0.252], [-1.139, -0.582, 0.373], [0.301, -1.543, 0.010], [3.426, 0.806, -0.010], [-1.021, 1.542, -0.017], [-1.983, -0.880, -0.265]],
  "nbo_charge": [-0.181, -0.016, -0.630, 0.462, -0.281, 0.233, 0.413]
}

Record 3
{
  "formula": "C3H2O3S",
  "method": "ωB97M-V/def2-TZVPD",
  "e_homo_ev": -9.46,
  "homo_lumo_gap_ha": 0.2879,
  "e_tot_ha": -739.3930,
  "largest_force_ev_per_a": 1.6,
  "species": ["O", "C", "O", "C", "O", "C", "S", "H", "H"],
  "positions_angstrom": [[-1.556, -0.916, -0.366], [-0.648, -0.209, -0.687], [-0.617, 0.558, -1.790], [0.722, -0.160, -0.016], [1.729, -0.318, -0.638], [0.715, 0.047, 1.480], [-0.538, 0.596, 2.246], [-1.469, 0.506, -2.213], [1.661, -0.105, 1.983]],
  "nbo_charge": [-0.543, 0.699, -0.657, 0.419, -0.439, -0.416, 0.220, 0.497, 0.222]
}

Record 4
{
  "formula": "C4H7ClN2O",
  "method": "ωB97M-V/def2-TZVPD",
  "e_homo_ev": -8.60,
  "homo_lumo_gap_ha": 0.3212,
  "e_tot_ha": -801.2201,
  "largest_force_ev_per_a": 7.1,
  "species": ["C", "C", "C", "C", "H", "H", "H", "H", "H", "H", "H", "N", "N", "O", "Cl"],
  "positions_angstrom": [[-2.031, 1.295, 0.548], [-0.175, 0.509, -0.801], [-0.224, -1.012, -0.126], [0.918, -1.480, 0.178], [-2.293, -0.047, 0.966], [-1.582, 2.105, 1.493], [-3.297, 1.725, 0.050], [0.639, 0.566, -1.462], [1.184, -2.665, 0.057], [3.048, -1.231, 0.397], [2.021, 0.974, -0.919], [-1.016, 1.417, -0.535], [2.144, -0.855, -0.058], [2.324, 0.574, 0.312], [-1.661, -1.875, -0.100]],
  "nbo_charge": [-0.494, 0.147, -0.219, -0.035, 0.203, 0.246, 0.222, 0.147, 0.217, 0.390, 0.457, -0.423, -0.377, -0.548, 0.067]
}

Record 5
{
  "formula": "C21H25MgN3O8S",
  "method": "ωB97M-V/def2-TZVPD",
  "e_homo_ev": -2.75,
  "homo_lumo_gap_ha": 0.2537,
  "e_tot_ha": -2180.0071,
  "largest_force_ev_per_a": 0.4,
  "total_charge": -2,
  "species": ["Mg", "O", "C", "C", "N", "C", "C", "O", "O", "C", "C", "O", "O", "H", "H", "H", "H", "H", "H", "H", "H", "H", "O", "C", "N", "C", "O", "C", "C", "C", "C", "C", "C", "H", "H", "H", "H", "S", "C", "C", "N", "C", "H", "H", "H", "C", "C", "C", "C", "O", "H", "H", "H", "H", "H", "H", "H", "H", "H"],
  "positions_angstrom": [[0.518, 0.965, 0.480], [0.756, 0.640, -2.984], [2.045, 0.205, -2.616], [2.821, 1.235, -1.805], [2.606, 1.203, -0.346], [3.333, 0.102, 0.312], [2.904, -0.028, 1.787], [3.704, -0.553, 2.571], [1.736, 0.420, 2.055], [3.045, 2.493, 0.215], [1.959, 3.571, 0.156], [2.322, 4.760, 0.174], [0.771, 3.122, 0.146], [0.173, 0.643, -2.183], [2.600, 0.034, -3.543], [2.020, -0.744, -2.076], [2.517, 2.221, -2.162], [3.899, 1.126, -2.004], [4.418, 0.255, 0.267], [3.095, -0.841, -0.179], [3.954, 2.853, -0.276], [3.273, 2.364, 1.274], [-1.526, -1.281, 1.675], [-0.789, -1.954, 0.966], [0.355, -1.559, 0.340], [0.903, -2.642, -0.286], [1.944, -2.712, -0.927], [0.010, -3.856, -0.079], [0.104, -5.161, -0.513], [-0.919, -6.038, -0.148], [-1.991, -5.601, 0.625], [-2.067, -4.276, 1.056], [-1.049, -3.424, 0.687], [0.945, -5.483, -1.115], [-0.884, -7.073, -0.470], [-2.773, -6.303, 0.891], [-2.895, -3.918, 1.658], [-1.447, 3.547, 3.993], [-1.613, 1.876, 4.364], [-1.145, 1.132, 3.331], [-0.670, 1.861, 2.263], [-0.760, 3.140, 2.469], [-2.027, 1.533, 5.301], [-1.126, 0.054, 3.260], [-0.408, 3.871, 1.747], [-1.987, 2.486, -2.140], [-2.088, 1.191, -1.312], [-2.670, 0.068, -2.188], [-3.038, 1.432, -0.130], [-0.834, 0.807, -0.866], [-2.974, 2.838, -2.467], [-1.359, 2.317, -3.020], [-1.507, 3.256, -1.529], [-3.657, 0.332, -2.590], [-2.761, -0.844, -1.589], [-1.987, -0.133, -3.020], [-4.059, 1.642, -0.470], [-2.681, 2.283, 0.458], [-3.040, 0.548, 0.514]],
  "lowdin_charge": [0.649, -0.099, -0.248, -0.156, -0.188, -0.103, -0.657, -0.025, -0.092, -0.107, -0.654, -0.040, -0.094, 0.024, 0.107, 0.089, 0.131, 0.116, 0.122, 0.100, 0.121, 0.131, 0.029, -0.427, 0.159, -0.423, 0.026, -0.087, -0.024, -0.109, -0.109, -0.023, -0.086, 0.108, 0.085, 0.085, 0.108, 0.958, -0.412, -0.211, -0.027, -0.449, 0.051, 0.093, 0.081, -0.043, -0.733, -0.046, -0.047, -0.288, 0.067, 0.072, 0.076, 0.066, 0.076, 0.073, 0.069, 0.066, 0.070]
}

Record 6
{
  "formula": "C13H25Ag2FNO3",
  "method": "ωB97M-V/def2-TZVPD",
  "e_homo_ev": [-18.27, -18.34],
  "spin_multiplicity": 3,
  "homo_lumo_gap_ha": [0.2873, 0.1203],
  "e_tot_ha": -1183.3006,
  "largest_force_ev_per_a": 6.8,
  "total_charge": 3,
  "species": ["Ag", "Ag", "F", "C", "C", "C", "C", "C", "C", "N", "O", "C", "C", "C", "H", "H", "H", "H", "H", "H", "H", "H", "H", "H", "H", "H", "H", "H", "H", "H", "H", "H", "H", "O", "C", "O", "C", "C", "C", "H", "H", "H", "H", "H", "H"],
  "positions_angstrom": [[1.784, -4.685, 1.603], [-0.983, -2.450, 3.570], [0.893, -2.853, 2.503], [-3.671, 1.377, -3.242], [-2.183, 1.229, -3.292], [-1.455, 2.500, -2.564], [-0.023, 2.187, -2.219], [-0.067, 1.062, -1.094], [-0.555, -0.210, -1.807], [-1.879, 0.065, -2.413], [-2.470, -1.149, -2.882], [0.436, -0.814, -2.755], [-0.726, -1.132, -0.554], [-1.599, 1.088, -4.791], [-4.118, 1.712, -2.306], [-4.326, 0.535, -3.468], [-4.024, 1.871, -4.148], [-1.378, 3.434, -3.122], [-2.106, 2.733, -1.722], [0.467, 3.123, -1.952], [0.666, 1.940, -3.027], [-0.708, 1.547, -0.358], [0.894, 0.850, -0.625], [0.098, -1.648, -3.370], [0.830, -0.014, -3.383], [1.309, -1.186, -2.218], [-1.475, -0.827, 0.178], [-1.104, -2.101, -0.877], [0.048, -1.442, 0.148], [-1.880, 0.245, -5.422], [-0.532, 0.926, -4.638], [-1.678, 2.038, -5.319], [-2.908, -1.442, -2.079], [0.418, -1.804, 5.224], [1.481, -1.192, 5.446], [1.691, -0.190, 6.348], [2.965, 0.284, 6.434], [3.806, -0.765, 5.748], [2.828, -1.483, 4.775], [3.286, 0.517, 7.449], [3.031, 1.203, 5.852], [4.284, -1.434, 6.463], [4.664, -0.183, 5.412], [3.171, -2.512, 4.671], [2.799, -0.946, 3.826]],
  "nbo_charge": [0.986, 1.070, -0.919, -0.684, 0.099, -0.410, -0.435, -0.418, 0.076, 0.258, -0.468, -0.633, -0.644, -0.593, 0.238, 0.260, 0.276, 0.268, 0.222, 0.254, 0.224, 0.231, 0.232, 0.259, 0.240, 0.245, 0.212, 0.211, 0.245, 0.255, 0.212, 0.267, 0.499, -0.254, 0.825, -0.328, -0.093, -0.435, -0.469, 0.270, 0.221, 0.259, 0.287, 0.294, 0.287]
}

Record 7
{
  "formula": "C45H106NO8",
  "method": "ωB97M-V/def2-TZVPD",
  "e_homo_ev": -11.02,
  "homo_lumo_gap_ha": 0.2761,
  "e_tot_ha": -2434.5308,
  "largest_force_ev_per_a": 0.8,
  "total_charge": 1,
  "species": ["C", "C", "C", "C", "C", "C", "C", "C", "C", "C", "C", "C", "C", "C", "C", "C", "N", "C", "C", "C", "C", "C", "C", "C", "C", "C", "C", "C", "C", "C", "H", "H", "H", "H", "H", "H", "H", "H", "H", "H", "H", "H", "H", "H", "H", "H", "H", "H", "H", "H", "H", "H", "H", "H", "H", "H", "H", "H", "H", "H", "H", "H", "H", "H", "H", "H", "H", "H", "H", "H", "H", "H", "H", "H", "H", "H", "H", "H", "H", "H", "H", "H", "H", "H", "H", "H", "H", "H", "C", "C", "O", "H", "H", "H", "H", "H", "H", "C", "C", "O", "H", "H", "H", "H", "H", "H", "C", "C", "O", "H", "H", "H", "H", "H", "H", "C", "C", "O", "H", "H", "H", "H", "H", "H", "C", "C", "O", "H", "H", "H", "H", "H", "H", "C", "C", "O", "H", "H", "H", "H", "H", "H", "C", "C", "O", "H", "H", "H", "H", "H", "H", "C", "C", "O", "H", "H", "H", "H", "H", "H"],
  "positions_angstrom": [[8.203, 2.646, 2.339], [9.248, 2.842, 1.248], [10.364, 1.796, 1.308], [11.162, 1.661, 0.001], [11.053, 0.284, -0.663], [9.608, -0.228, -0.790], [9.373, -1.036, -2.064], [8.038, -1.790, -2.085], [6.845, -0.971, -1.581], [5.477, -1.485, -2.069], [4.649, -2.131, -0.954], [3.532, -3.037, -1.468], [2.631, -3.595, -0.348], [1.130, -3.442, -0.631], [0.550, -2.063, -0.261], [1.173, -1.358, 0.886], [0.326, -1.052, 1.787], [-1.012, -1.624, 1.535], [-0.983, -1.929, 0.032], [-1.860, -3.124, -0.349], [-3.281, -2.699, -0.704], [-4.182, -2.365, 0.503], [-4.989, -1.061, 0.354], [-6.479, -1.239, 0.628], [-7.298, 0.022, 0.369], [-8.808, -0.248, 0.348], [-9.607, 0.714, -0.551], [-10.898, 1.274, 0.077], [-12.111, 1.199, -0.849], [-11.966, 2.076, -2.090], [8.693, 2.353, 3.270], [7.649, 3.566, 2.540], [7.497, 1.861, 2.064], [8.778, 2.754, 0.260], [9.692, 3.839, 1.285], [11.038, 2.093, 2.116], [9.930, 0.834, 1.598], [12.217, 1.884, 0.177], [10.810, 2.414, -0.714], [11.516, 0.325, -1.653], [11.635, -0.433, -0.076], [9.373, -0.867, 0.068], [8.921, 0.622, -0.755], [9.437, -0.381, -2.938], [10.187, -1.761, -2.167], [7.825, -2.140, -3.100], [8.142, -2.687, -1.463], [6.849, -0.990, -0.486], [6.978, 0.079, -1.855], [4.908, -0.650, -2.487], [5.615, -2.223, -2.865], [4.226, -1.342, -0.316], [5.316, -2.710, -0.306], [3.991, -3.867, -2.007], [2.937, -2.484, -2.205], [2.840, -4.653, -0.188], [2.905, -3.111, 0.596], [0.966, -3.570, -1.702], [0.561, -4.233, -0.141], [0.785, -1.400, -1.107], [2.213, -1.068, 0.976], [0.506, -0.518, 2.641], [-1.043, -2.567, 2.088], [-1.816, -1.005, 1.927], [-1.338, -1.045, -0.504], [-1.423, -3.614, -1.221], [-1.889, -3.853, 0.467], [-3.232, -1.846, -1.383], [-3.756, -3.501, -1.273], [-3.595, -2.332, 1.428], [-4.894, -3.182, 0.647], [-4.607, -0.295, 1.038], [-4.870, -0.670, -0.661], [-6.614, -1.536, 1.674], [-6.877, -2.053, 0.012], [-7.089, 0.748, 1.160], [-6.994, 0.472, -0.582], [-9.206, -0.186, 1.364], [-8.983, -1.280, 0.025], [-8.957, 1.546, -0.833], [-9.862, 0.210, -1.488], [-11.120, 0.754, 1.013], [-10.748, 2.325, 0.342], [-13.004, 1.504, -0.298], [-12.282, 0.163, -1.161], [-11.696, 3.104, -1.834], [-12.913, 2.118, -2.632], [-11.227, 1.669, -2.783], [-1.927, 1.054, -4.538], [-1.731, 0.174, -3.321], [-2.388, -1.085, -3.443], [-2.989, 1.221, -4.717], [-1.440, 2.021, -4.402], [-1.502, 0.584, -5.428], [-2.167, 0.644, -2.437], [-0.660, 0.025, -3.132], [-2.030, -1.534, -4.217], [7.981, 6.034, 0.171], [8.138, 6.603, 1.568], [9.422, 7.178, 1.790], [8.776, 5.313, -0.008], [7.018, 5.532, 0.069], [8.040, 6.803, -0.603], [8.062, 5.803, 2.306], [7.348, 7.330, 1.785], [9.549, 7.905, 1.170], [8.255, -1.734, 5.318], [8.263, -0.710, 4.200], [7.078, 0.084, 4.174], [7.391, -2.395, 5.225], [9.159, -2.343, 5.294], [8.205, -1.244, 6.293], [8.304, -1.202, 3.227], [9.144, -0.065, 4.279], [7.024, 0.569, 5.005], [-8.592, -4.627, -0.699], [-9.419, -3.845, -1.702], [-10.799, -3.819, -1.365], [-8.954, -5.652, -0.617], [-7.542, -4.650, -0.998], [-8.655, -4.166, 0.290], [-9.366, -4.310, -2.686], [-9.035, -2.822, -1.797], [-10.896, -3.399, -0.503], [-13.623, -5.223, -3.189], [-12.396, -6.109, -3.272], [-12.419, -6.964, -4.413], [-14.529, -5.830, -3.163], [-13.587, -4.600, -2.295], [-13.684, -4.564, -4.058], [-12.344, -6.772, -2.409], [-11.491, -5.495, -3.275], [-12.452, -6.411, -5.200], [9.630, 5.637, 5.081], [10.980, 5.023, 4.767], [10.992, 4.374, 3.499], [8.851, 4.873, 5.056], [9.633, 6.103, 6.068], [9.381, 6.406, 4.345], [11.235, 4.251, 5.493], [11.762, 5.789, 4.807], [10.786, 5.044, 2.834], [-12.429, 5.774, -4.397], [-10.996, 6.097, -4.772], [-10.062, 5.276, -4.073], [-12.577, 5.897, -3.323], [-13.134, 6.418, -4.924], [-12.662, 4.737, -4.653], [-10.746, 7.123, -4.504], [-10.853, 5.991, -5.852], [-10.259, 4.361, -4.302], [3.488, -1.273, 5.445], [2.579, -0.658, 4.406], [1.212, -0.555, 4.819], [3.134, -2.266, 5.723], [4.504, -1.353, 5.061], [3.511, -0.658, 6.347], [2.564, -1.286, 3.511], [2.947, 0.332, 4.116], [1.201, 0.018, 5.595]],
  "lowdin_charge": [-0.099, -0.277, -0.213, -0.202, -0.206, -0.226, -0.216, -0.212, -0.214, -0.202, -0.228, -0.200, -0.186, -0.140, -0.196, 0.039, 0.149, -0.063, -0.221, -0.161, -0.185, -0.183, -0.206, -0.227, -0.212, -0.202, -0.199, -0.219, -0.273, -0.120, 0.065, 0.056, 0.066, 0.097, 0.078, 0.103, 0.096, 0.107, 0.109, 0.108, 0.113, 0.111, 0.099, 0.118, 0.113, 0.106, 0.115, 0.104, 0.110, 0.111, 0.108, 0.102, 0.121, 0.119, 0.113, 0.117, 0.093, 0.123, 0.118, 0.160, 0.147, 0.152, 0.144, 0.134, 0.140, 0.113, 0.124, 0.078, 0.119, 0.092, 0.108, 0.110, 0.107, 0.124, 0.100, 0.118, 0.110, 0.107, 0.085, 0.107, 0.104, 0.101, 0.110, 0.104, 0.106, 0.072, 0.070, 0.065, -0.082, -0.333, -0.090, 0.082, 0.079, 0.078, 0.109, 0.101, 0.091, -0.084, -0.319, -0.085, 0.055, 0.079, 0.076, 0.084, 0.113, 0.088, -0.088, -0.326, -0.104, 0.070, 0.077, 0.075, 0.109, 0.108, 0.084, -0.090, -0.326, -0.086, 0.078, 0.069, 0.069, 0.108, 0.095, 0.082, -0.090, -0.326, -0.084, 0.075, 0.067, 0.073, 0.114, 0.086, 0.078, -0.084, -0.306, -0.090, 0.070, 0.075, 0.058, 0.111, 0.111, 0.067, -0.094, -0.325, -0.091, 0.074, 0.073, 0.069, 0.111, 0.108, 0.072, -0.072, -0.325, -0.094, 0.084, 0.069, 0.082, 0.089, 0.118, 0.095]
}